ORCA calculation (ωB97M-V/def2-TZVPD) on a 2-piece molecular cluster, C10H16 overall.

Each line ends with the Mulliken charge.
Positions of all 26 atoms, in Å:
C -1.4921 -1.6112 1.7705  -1.3656
C -1.3459 0.8216 1.1949  -0.3816
C -0.7402 -0.2941 1.7894  0.9350
C -0.7490 2.0636 1.1531  -0.5665
C 0.5074 -0.1498 2.3608  -0.5582
C 0.5015 2.2126 1.7842  -0.2582
C 1.0240 1.1616 2.5064  -0.5357
H -2.3692 0.5883 0.9047  0.3380
H -1.1674 2.8846 0.5845  0.3894
H -1.0238 -2.3109 2.4482  0.3874
H -1.5384 -2.0620 0.7823  0.2482
H 0.9398 -0.9451 2.9538  0.3587
H 1.0653 3.0667 1.4210  0.3194
H 2.0204 1.2160 2.9297  0.3292
H -2.4827 -1.4223 2.1923  0.3583
C 0.7510 -0.9797 -2.8666  -0.2299
C 1.7786 -0.1362 -2.0679  -1.0095
C -0.6632 -0.5292 -2.5088  -0.8365
H 0.9067 -0.8638 -3.9388  0.2951
H 0.9144 -2.0297 -2.5943  0.2691
H 1.4945 0.9085 -2.2203  0.2783
H 2.8079 -0.3851 -2.3278  0.3155
H -0.8089 -0.6507 -1.4342  0.0624
H -0.7280 0.5563 -2.6248  0.3000
H 1.7336 -0.1179 -0.9672  0.2233
H -1.3361 -0.9923 -3.2252  0.3344

Atoms 1-6, force components in eV/Å:
0.25 0.58 0.62
-0.79 -0.73 0.62
0.01 -0.20 -0.57
0.62 -0.49 0.11
-0.71 1.45 1.50
-0.78 0.08 -1.26

Results
- E_HOMO (eV) = -9.06
- SMILES = Cc1ccccc1.CCC
- energy above the lowest of the compared OMol25 structures with the same formula, charge and spin (eV) = 0.927